[1]
C3H10N2O | the ωB97M-V functional and the def2-TZVPD basis

```
16
Properties=species:S:1:pos:R:3:forces:R:3
C 1.848966 0.730587 1.039872 -0.06 0.39 0.34
C -0.728651 0.079506 1.114938 3.71 -0.32 1.09
N 0.934886 -0.320341 0.636282 -3.43 0.16 -0.19
H 1.155486 -1.204453 1.078438 -0.11 0.03 0.18
H 1.611802 1.635320 0.481926 0.03 -0.02 -0.03
H 2.882904 0.454339 0.821241 -0.14 -0.09 -0.03
H 1.767665 0.959446 2.109762 0.03 -0.04 -0.11
H -0.919684 1.094198 0.781986 0.04 -0.35 -0.35
H -1.499553 -0.650556 0.896439 0.54 -0.03 -0.58
H -0.523779 0.081820 2.186476 -0.34 0.14 0.20
C -1.945523 -0.499073 -2.201851 0.55 0.48 -0.96
O 0.288071 -0.584729 -1.784167 1.17 -0.06 -0.02
N -0.938594 -0.185781 -1.495537 -0.88 -0.26 1.55
H 0.836156 -0.506304 -0.625956 -1.08 0.32 -1.02
H -1.846991 -0.822338 -3.234686 -0.02 -0.62 0.00
H -2.923161 -0.261639 -1.805161 -0.02 0.29 -0.06
```
Positions in Å, forces in eV/Å.

2S+1: 1
F_max: 3.88 eV Å⁻¹
relative energy (zero: lowest compared OMol25 entry of this formula, charge and spin): 452.4 kJ/mol
lowest unoccupied orbital energy: 0.77 eV
highest occupied orbital energy: -7.674 eV
Kohn-Sham gap: 8.4 eV


[2]
C45H44N2O4S2Sb2Ti | the ωB97M-V functional and the def2-TZVPD basis

```
100
Properties=species:S:1:pos:R:3:forces:R:3
Ti -0.671059 0.479726 -0.525890 -0.36 1.41 0.08
C -0.174172 3.760860 0.375084 0.00 -0.03 -0.09
N 0.334933 2.410811 0.665717 -0.17 -0.16 -0.08
C 1.733395 2.273454 0.294695 0.08 -0.02 0.02
C 1.977074 2.176006 -1.226867 0.05 0.01 -0.08
N 0.823848 1.782379 -2.062833 0.01 -0.02 0.12
C 1.284985 0.900558 -3.158413 -0.07 -0.03 -0.01
C 0.093473 2.872664 -2.699878 0.01 0.08 -0.06
C 0.748316 4.016290 -3.147205 0.00 -0.10 0.04
C 0.069617 5.046852 -3.781780 0.02 0.03 0.00
C -1.296027 4.910319 -3.993594 -0.03 0.04 -0.02
C -1.944529 3.756095 -3.601750 -0.04 0.00 -0.01
C -1.281391 2.691112 -2.965748 0.09 0.05 -0.02
S -2.127675 1.229681 -2.583350 0.06 -0.07 0.25
C 0.040918 2.111093 2.049736 0.25 -0.09 -0.01
C 1.024401 2.202195 3.028575 -0.17 0.00 0.04
C 0.721913 1.962884 4.365509 0.02 0.00 -0.04
C -0.585978 1.651562 4.709393 -0.04 0.01 0.01
C -1.562529 1.550369 3.730365 -0.01 -0.04 0.16
C -1.283059 1.746245 2.373125 0.08 -0.02 0.05
S -2.474470 1.463851 1.139959 -0.10 -0.10 -0.10
H 0.256413 4.481382 1.085094 -0.01 0.00 -0.01
H -1.260581 3.751145 0.454589 0.01 0.03 0.04
H 0.096708 4.052318 -0.636327 -0.03 0.01 0.02
H 2.098228 1.356714 0.753476 0.01 -0.02 0.02
H 2.340652 3.108802 0.682143 -0.01 -0.02 0.00
H 2.732571 1.401529 -1.356852 0.01 -0.01 0.00
H 2.431924 3.101997 -1.584948 -0.03 -0.02 0.03
H 1.970875 1.447582 -3.821285 -0.01 -0.02 0.00
H 0.411893 0.575180 -3.724800 0.02 0.01 -0.01
H 1.782571 0.023493 -2.753402 0.03 0.01 -0.01
H 1.816103 4.110608 -2.996742 -0.01 0.06 -0.03
H 0.598699 5.936478 -4.102098 0.01 -0.01 0.01
H -1.861402 5.702928 -4.472451 0.02 0.01 0.00
H -3.007576 3.646335 -3.778057 0.00 -0.03 0.01
H 2.039989 2.449671 2.747509 0.01 0.01 0.03
H 1.498297 2.012103 5.120348 0.01 0.01 -0.01
H -0.851634 1.458225 5.743463 0.03 -0.01 0.00
H -2.568997 1.256183 4.005345 -0.02 0.01 -0.05
C 2.372629 -3.296189 1.364709 0.26 0.08 -0.18
C 1.275825 -4.157482 1.979784 0.01 -0.18 0.05
C -0.157227 -3.746378 1.650838 -0.09 -0.04 -0.06
Sb -0.890357 -1.931838 2.593161 0.11 0.38 -0.24
C -2.946638 -2.540603 2.622493 -0.03 -0.15 0.04
C -3.592705 -2.883741 1.435098 0.00 0.05 -0.03
C -4.937292 -3.229984 1.441067 -0.01 0.00 -0.03
C -5.659910 -3.228356 2.625883 -0.03 -0.02 0.00
C -5.030444 -2.871574 3.809796 -0.02 0.00 0.02
C -3.684095 -2.531193 3.804054 -0.01 -0.02 0.05
C -0.423078 -2.766809 4.540340 -0.12 -0.03 -0.03
C 0.428494 -2.067224 5.388457 0.11 0.07 0.01
C 0.840316 -2.608226 6.601671 0.05 0.03 0.04
C 0.386311 -3.857957 6.992490 0.02 -0.01 0.04
C -0.475981 -4.564941 6.162702 -0.02 -0.03 -0.01
C -0.867974 -4.023429 4.946778 -0.02 -0.07 0.08
Sb 2.704558 -1.382767 2.281815 -0.28 0.13 0.12
C 4.283429 -0.690494 1.004576 0.14 -0.03 0.02
C 4.257037 -0.895051 -0.374397 -0.05 -0.04 0.05
C 5.239545 -0.332497 -1.181375 -0.02 -0.01 -0.04
C 6.251120 0.441792 -0.631665 0.03 0.02 0.01
C 6.280798 0.653615 0.740810 0.02 0.00 -0.03
C 5.302410 0.090456 1.548378 0.01 0.00 0.00
C 4.021614 -2.122448 3.855170 -0.01 -0.03 -0.05
C 4.359885 -1.241276 4.880864 -0.02 0.08 0.04
C 5.153808 -1.635143 5.950039 0.00 0.00 0.02
C 5.611618 -2.942485 6.026756 0.01 0.01 0.03
C 5.266330 -3.842430 5.028497 0.02 -0.04 0.02
C 4.483205 -3.433157 3.958253 -0.02 0.01 -0.05
H 2.169878 -3.097506 0.313243 -0.09 0.03 -0.08
H 3.333705 -3.817339 1.380883 -0.03 -0.01 0.04
H 1.402362 -4.234298 3.067041 0.01 0.02 -0.02
H 1.419947 -5.176253 1.594567 -0.02 0.00 0.04
H -0.844252 -4.534120 1.971038 0.00 0.00 0.02
H -0.290360 -3.634137 0.573914 0.02 0.00 -0.01
H -3.056981 -2.836674 0.493679 0.02 -0.01 0.00
H -5.421955 -3.482513 0.505234 -0.02 -0.01 0.01
H -6.711482 -3.492678 2.624259 0.00 0.01 0.00
H -5.585357 -2.852642 4.741531 -0.01 -0.01 -0.01
H -3.208390 -2.261261 4.741550 0.02 0.01 -0.02
H 0.791610 -1.086669 5.091384 -0.03 -0.01 0.01
H 1.525820 -2.053639 7.232517 -0.01 -0.01 0.01
H 0.703915 -4.284242 7.937277 0.01 0.00 0.00
H -0.837232 -5.542987 6.461401 0.01 0.00 0.00
H -1.536933 -4.588264 4.305381 -0.01 0.00 0.00
H 3.449251 -1.459577 -0.835696 0.09 0.06 0.02
H 5.193640 -0.496172 -2.252334 0.03 0.01 0.00
H 7.009218 0.883363 -1.268336 0.00 0.01 0.00
H 7.061797 1.259577 1.186205 0.01 0.01 -0.02
H 5.345190 0.268397 2.618412 -0.02 -0.02 0.02
H 3.982869 -0.222112 4.860775 -0.01 0.00 -0.03
H 5.400699 -0.920673 6.727135 0.02 -0.02 0.02
H 6.222760 -3.260340 6.863414 0.00 0.00 0.00
H 5.603453 -4.871499 5.082084 0.01 0.00 0.02
H 4.225163 -4.157966 3.195633 0.01 -0.01 0.00
O -0.966192 -2.769402 -2.119270 0.22 -0.08 -0.08
C -0.689617 -1.927746 -1.277410 -0.17 -0.71 -0.31
O -1.523172 -1.390510 -0.454547 -0.02 0.25 0.34
C 0.795280 -1.485091 -1.087864 0.70 -0.61 -0.04
O 1.686734 -1.996956 -1.766083 -0.17 -0.25 -0.25
O 1.044036 -0.625501 -0.146994 -0.35 0.20 0.14
```
Positions in Å, forces in eV/Å.

2S+1: 3
F_max: 1.46 eV Å⁻¹
relative energy (zero: lowest compared OMol25 entry of this formula, charge and spin): 0.0 kJ/mol
net charge: -2
lowest unoccupied orbital energy (spin up / spin down): 4.00 / 4.00 eV
highest occupied orbital energy (spin up / spin down): -0.424 / -1.935 eV
Kohn-Sham gap (spin up / spin down): 4.4 / 5.9 eV